No. 1
120
Properties=species:S:1:pos:R:3:lowdin_charge:R:1 method="wB97M-V/def2-TZVPD" charge=+1 energy_ha=-4147.60899 homo_ev=-11.86
C 0.491 -0.352 0.593 -0.0180
C -1.011 -0.508 -0.004 -0.2129
C -0.834 -1.630 -1.172 -0.1102
C -0.652 -1.022 -2.637 -0.1081
C -1.716 0.123 -2.967 -0.2144
C -2.692 -0.194 -4.205 -0.1261
C -3.218 -1.709 -4.303 -0.1338
C -2.594 -2.472 -5.599 -0.2411
O -3.592 -2.697 -6.620 -0.0887
C -2.527 0.658 -1.661 -0.1893
C -3.811 -0.227 -1.293 -0.0073
B -5.213 0.546 -1.671 -0.4847
O -5.945 1.194 -0.601 0.0874
O -5.749 0.647 -2.999 0.0918
N -1.515 0.813 -0.564 0.0542
C -1.869 1.818 0.488 -0.2450
F -3.201 2.289 0.384 0.1171
F -1.802 1.292 1.797 0.1255
C -0.972 3.154 0.344 -0.1721
F -0.995 3.648 -0.994 0.0774
F 0.392 2.873 0.599 0.1027
C -1.444 4.369 1.262 -0.2222
F -2.189 4.031 2.383 0.1358
F -0.258 4.982 1.748 0.1073
C -2.236 5.534 0.497 -0.3201
F -3.329 5.085 -0.258 0.1179
F -1.395 6.378 -0.250 0.1170
F -2.764 6.371 1.530 0.0982
H 1.059 0.457 0.011 0.0969
H 0.425 -0.102 1.711 0.0975
H 1.087 -1.311 0.519 0.0829
H -1.726 -0.981 0.738 0.1635
H -1.839 -2.194 -1.180 0.1152
H -0.055 -2.409 -0.899 0.1118
H 0.404 -0.569 -2.688 0.1355
H -0.646 -1.891 -3.366 0.0931
H -1.099 1.040 -3.298 0.1467
H -3.506 0.596 -4.227 0.1055
H -2.056 -0.015 -5.146 0.1289
H -3.031 -2.342 -3.378 0.0971
H -4.356 -1.641 -4.461 0.1220
H -2.288 -3.501 -5.220 0.0983
H -1.643 -1.968 -5.975 0.1248
H -4.226 -1.950 -6.565 0.0837
H -2.937 1.671 -2.015 0.1693
H -3.832 -0.297 -0.142 0.1246
H -3.778 -1.296 -1.664 0.1075
H -6.856 0.830 -0.632 0.1184
H -5.633 1.599 -3.235 0.1240
H -0.665 1.206 -1.035 0.1785
C 1.684 -3.636 4.799 -0.1111
C 1.773 -2.221 4.320 -0.1125
O 1.993 -2.369 2.920 0.0385
C 1.506 -3.589 2.567 -0.5494
O 1.379 -3.961 1.432 0.1269
O 1.180 -4.328 3.658 0.0743
H 1.011 -3.747 5.650 0.1046
H 2.661 -4.051 5.062 0.1463
H 0.843 -1.667 4.476 0.1389
H 2.593 -1.674 4.787 0.1261
C -0.452 -6.485 -2.487 -0.1137
C 0.008 -5.446 -1.510 -0.1244
O 0.274 -4.322 -2.344 0.0486
C -0.469 -4.475 -3.472 -0.5128
O -0.608 -3.625 -4.310 0.0942
O -1.032 -5.706 -3.530 0.0854
H -1.186 -7.167 -2.057 0.1403
H 0.375 -7.068 -2.900 0.1414
H -0.768 -5.175 -0.788 0.1352
H 0.904 -5.749 -0.968 0.1392
C 4.870 0.425 2.369 -0.1229
C 6.118 -0.405 2.350 -0.1254
O 6.450 -0.518 3.728 0.0721
C 5.303 -0.331 4.433 -0.5520
O 5.193 -0.524 5.607 0.1614
O 4.293 0.103 3.630 0.0450
H 4.189 0.173 1.555 0.1316
H 5.079 1.498 2.340 0.1366
H 5.948 -1.406 1.944 0.1359
H 6.926 0.071 1.793 0.1352
C -4.659 8.515 -0.298 -0.1452
C -5.601 7.514 -0.860 -0.1514
O -6.504 8.303 -1.622 0.0682
C -5.849 9.459 -1.938 -0.5393
O -6.255 10.275 -2.707 0.1738
O -4.666 9.555 -1.263 0.0703
H -3.656 8.108 -0.171 0.1107
H -5.003 8.922 0.657 0.1427
H -5.098 6.806 -1.526 0.1246
H -6.134 6.959 -0.087 0.1388
C 0.731 6.810 -3.121 -0.1233
C 0.337 5.424 -2.706 -0.1665
O 0.631 4.648 -3.860 0.0581
C 1.578 5.325 -4.569 -0.5460
O 2.166 4.876 -5.504 0.1741
O 1.764 6.578 -4.070 0.0748
H 1.098 7.408 -2.286 0.1390
H -0.085 7.349 -3.610 0.1409
H 0.935 5.052 -1.869 0.1294
H -0.718 5.350 -2.448 0.1058
C 10.137 -1.012 0.856 -0.1294
C 10.170 -2.456 1.258 -0.1256
O 8.833 -2.882 1.026 0.0633
C 8.299 -2.044 0.098 -0.5694
O 7.247 -2.220 -0.445 0.1462
O 9.114 -0.980 -0.133 0.0584
H 11.087 -0.671 0.443 0.1379
H 9.852 -0.353 1.681 0.1321
H 10.844 -3.049 0.635 0.1381
H 10.445 -2.591 2.305 0.1384
C -0.272 -7.480 6.906 -0.1235
C -1.755 -7.263 6.882 -0.1264
O -1.887 -5.916 7.320 0.0728
C -0.713 -5.289 7.050 -0.5427
O -0.542 -4.108 7.139 0.1434
O 0.244 -6.175 6.666 0.0583
H 0.061 -8.177 6.136 0.1377
H 0.086 -7.828 7.878 0.1386
H -2.176 -7.352 5.877 0.1357
H -2.287 -7.943 7.549 0.1386

No. 2
101
Properties=species:S:1:pos:R:3:lowdin_spin:R:1 method="wB97M-V/def2-TZVPD" charge=-1 multiplicity=4 e_above_lowest_ev=0.1611 energy_ha=-6940.04668 homo_ev="-5.76 / -5.86"
Cr -0.197 0.208 -0.064 2.9059
O -3.517 -0.695 -4.326 -0.0002
C -2.694 0.343 -4.666 -0.0005
C -2.926 0.984 -5.875 -0.0001
C -2.123 2.052 -6.247 0.0000
C -1.100 2.488 -5.417 0.0001
C -0.866 1.834 -4.216 0.0001
C -1.647 0.752 -3.840 -0.0023
C -1.370 -0.003 -2.558 0.0067
O -0.242 0.431 -1.915 0.0436
N -2.590 0.124 -1.719 -0.0051
N -2.258 -0.038 -0.379 -0.0190
C -3.177 0.257 0.457 0.0308
C -2.953 0.392 1.882 -0.0020
Br -1.164 0.225 2.489 0.0108
C -3.897 0.731 2.767 0.0188
C -5.330 0.879 2.476 0.0015
C -6.001 2.005 2.957 0.0019
C -7.345 2.191 2.687 -0.0002
C -8.044 1.245 1.948 0.0018
C -7.392 0.110 1.489 -0.0002
C -6.044 -0.075 1.754 0.0019
H -3.444 -0.847 -3.371 -0.0002
H -3.739 0.642 -6.500 0.0000
H -2.309 2.553 -7.189 0.0000
H -0.488 3.334 -5.699 0.0000
H -0.075 2.144 -3.547 0.0001
H -1.295 -1.070 -2.811 0.0012
H -2.956 1.078 -1.807 -0.0009
H -4.167 0.525 0.098 0.0004
H -3.588 0.963 3.780 0.0011
H -5.450 2.749 3.520 0.0001
H -7.848 3.078 3.048 0.0000
H -9.095 1.390 1.736 0.0001
H -7.934 -0.638 0.925 0.0000
H -5.547 -0.977 1.418 0.0001
C -3.868 6.797 4.167 0.0000
C -3.333 5.949 3.046 -0.0001
C -3.232 6.449 1.753 0.0000
C -2.712 5.676 0.724 -0.0001
C -2.296 4.381 0.979 -0.0003
C -2.385 3.868 2.265 0.0004
C -2.899 4.648 3.288 0.0001
S -1.721 3.357 -0.374 0.0014
O -1.159 4.284 -1.329 0.0019
O -2.912 2.641 -0.810 0.0024
N -0.691 2.351 0.258 -0.0001
C 0.489 3.041 0.773 0.0009
C 1.695 2.120 0.857 0.0059
O 2.757 2.537 1.281 0.0066
O 1.500 0.897 0.466 0.0276
H -4.386 7.675 3.783 0.0000
H -3.059 7.144 4.813 0.0000
H -4.565 6.236 4.790 0.0000
H -3.560 7.461 1.547 0.0000
H -2.620 6.070 -0.279 0.0000
H -2.034 2.862 2.455 0.0003
H -2.953 4.246 4.294 0.0000
H 0.326 3.434 1.785 -0.0003
H 0.783 3.890 0.149 0.0001
C 3.689 0.387 -1.537 0.0004
O 2.735 -0.641 -1.506 0.0005
Si 2.495 -1.708 -0.257 -0.0015
C 3.352 -3.279 -0.892 -0.0009
C 3.605 -1.298 1.211 0.0011
C 0.646 -1.904 0.023 -0.0327
Si 0.307 -2.789 1.632 -0.0059
C 1.109 -1.962 3.151 0.0003
C 0.973 -4.554 1.834 -0.0034
C -1.553 -3.054 1.965 0.0001
Si 0.031 -2.961 -1.417 -0.0016
C 0.717 -2.384 -3.081 0.0006
C 0.529 -4.806 -1.416 -0.0008
C -1.863 -3.124 -1.496 0.0004
H 4.687 -0.007 -1.767 0.0001
H 3.734 0.932 -0.592 0.0002
H 3.410 1.088 -2.326 0.0000
H 4.415 -3.030 -0.972 -0.0001
H 3.014 -3.583 -1.882 0.0000
H 3.268 -4.135 -0.223 0.0000
H 4.585 -1.028 0.804 0.0002
H 3.754 -2.192 1.822 0.0000
H 3.277 -0.476 1.836 0.0001
H 1.386 -0.917 3.017 0.0000
H 2.030 -2.494 3.396 0.0000
H 0.448 -2.041 4.018 0.0001
H 2.047 -4.632 1.663 0.0000
H 0.472 -5.282 1.200 0.0000
H 0.786 -4.837 2.875 -0.0004
H -2.201 -2.423 1.358 0.0001
H -1.788 -2.875 3.016 0.0001
H -1.817 -4.090 1.743 0.0000
H 1.718 -2.801 -3.205 0.0000
H 0.816 -1.306 -3.170 0.0000
H 0.092 -2.777 -3.889 0.0002
H 1.409 -5.048 -0.828 0.0000
H 0.738 -5.094 -2.449 -0.0001
H -0.292 -5.435 -1.064 0.0000
H -2.432 -2.223 -1.286 0.0002
H -2.182 -3.886 -0.783 0.0001
H -2.147 -3.477 -2.492 0.0000

No. 3
105
Properties=species:S:1:pos:R:3:lowdin_charge:R:1 method="wB97M-V/def2-TZVPD" charge=-1 energy_ha=-3140.84413 homo_ev=-5.76
C 4.684 -3.027 1.669 -0.1418
O 3.986 -2.124 0.861 -0.2006
C 2.795 -1.675 1.477 -0.2589
C 2.123 -0.640 0.579 -0.1235
C 0.621 -0.885 0.327 -0.0729
C 0.227 -0.989 -1.153 -0.3537
N 0.169 0.339 -1.851 -0.0013
C 0.580 0.284 -3.266 -0.0387
C 0.824 1.451 -1.225 -0.4828
C -0.033 2.283 -0.303 0.0064
O 1.948 1.789 -1.487 0.0942
O 1.113 -1.838 -1.799 0.0368
B 0.619 -3.220 -1.708 -1.0819
Cl 1.629 -4.280 -0.396 0.5719
C 0.795 -3.973 -3.120 -0.1262
C 0.451 -5.474 -3.121 -0.2137
C 1.693 -6.352 -3.190 -0.1721
O 1.544 -7.590 -2.448 -0.0267
C 0.484 -8.349 -2.773 -0.5643
C -0.235 -8.905 -1.571 0.0163
O 0.160 -8.581 -3.906 0.0998
O -0.740 -3.099 -1.165 0.0593
C -1.143 -1.782 -1.246 -0.4285
C -1.907 -1.588 -2.559 -0.0442
C -3.145 -2.488 -2.638 -0.0444
C -3.021 -3.766 -3.430 -0.5888
F -2.566 -4.812 -2.731 0.1492
F -4.255 -4.134 -3.892 0.0906
F -2.239 -3.642 -4.525 0.1225
O -2.007 -1.584 -0.135 -0.0356
C -2.502 -0.270 0.070 -0.1680
C -3.970 -0.022 -0.336 -0.3047
C -4.040 1.212 -1.244 -0.0538
C -4.859 0.203 0.906 -0.3883
C -4.770 -0.969 1.889 -0.0680
C -6.338 0.408 0.504 -0.0672
H 4.150 -3.982 1.751 0.0809
H 5.651 -3.214 1.204 0.0816
H 4.855 -2.618 2.675 0.0785
H 2.125 -2.524 1.658 0.0830
H 3.057 -1.248 2.458 0.1133
H 2.230 0.339 1.055 0.1054
H 2.688 -0.587 -0.350 0.1205
H 0.056 -0.102 0.831 0.0917
H 0.299 -1.815 0.794 0.1231
H 0.009 1.026 -3.833 0.0890
H 1.642 0.487 -3.390 0.0869
H 0.376 -0.695 -3.675 0.0756
H 0.587 3.018 0.209 0.0803
H -0.528 1.671 0.446 0.0559
H -0.814 2.767 -0.893 0.0901
H 1.856 -3.857 -3.380 0.1007
H 0.251 -3.461 -3.921 0.0859
H -0.171 -5.695 -3.992 0.1051
H -0.140 -5.748 -2.244 0.1033
H 1.957 -6.594 -4.223 0.1206
H 2.541 -5.859 -2.722 0.1024
H 0.110 -8.430 -0.657 0.0821
H -0.055 -9.979 -1.501 0.0810
H -1.303 -8.744 -1.704 0.0872
H -1.249 -1.771 -3.402 0.1085
H -2.240 -0.553 -2.625 0.1045
H -3.460 -2.779 -1.636 0.1303
H -3.977 -1.946 -3.089 0.1269
H -1.869 0.463 -0.424 0.0862
H -2.408 -0.091 1.144 0.1229
H -4.390 -0.890 -0.849 0.1300
H -5.009 1.317 -1.735 0.0691
H -3.278 1.187 -2.024 0.0672
H -3.892 2.118 -0.648 0.0734
H -4.515 1.124 1.389 0.1252
H -5.301 -1.834 1.487 0.0835
H -5.221 -0.694 2.845 0.0786
H -3.745 -1.265 2.101 0.0686
H -6.979 -0.336 0.979 0.0663
H -6.709 1.392 0.790 0.0736
H -6.483 0.308 -0.573 0.0649
C 0.291 7.082 2.271 -0.0686
C -0.508 7.065 1.135 -0.0674
C -1.581 6.193 1.054 -0.0078
C -1.829 5.358 2.128 -0.1498
C -1.056 5.365 3.273 0.0082
C 0.020 6.236 3.337 -0.0735
N -2.946 4.400 2.032 -0.3469
O -3.577 4.373 0.992 0.0633
O -3.156 3.674 2.982 0.0769
H 1.136 7.757 2.322 0.1067
H -0.291 7.723 0.305 0.1056
H -2.206 6.146 0.175 0.1174
H -1.278 4.686 4.083 0.1222
H 0.644 6.253 4.220 0.0871
C 7.256 5.457 2.747 -0.0721
C 6.270 4.719 2.104 -0.0569
C 4.983 4.686 2.615 0.0072
C 4.715 5.403 3.767 -0.1449
C 5.679 6.141 4.428 -0.0074
C 6.962 6.164 3.906 -0.0702
N 3.343 5.378 4.306 -0.3400
O 2.523 4.711 3.713 0.0774
O 3.109 6.034 5.305 0.0681
H 8.259 5.480 2.342 0.1061
H 6.501 4.166 1.204 0.1127
H 4.202 4.116 2.134 0.1241
H 5.426 6.683 5.327 0.1168
H 7.733 6.735 4.405 0.1055

No. 4
101
Properties=species:S:1:pos:R:3:lowdin_charge:R:1 method="wB97M-V/def2-TZVPD" charge=+2 e_above_lowest_ev=1.4838 energy_ha=-3228.97901 homo_ev=-11.64
Cd 0.010 1.118 0.941 1.1869
C -1.991 -10.432 -6.028 -0.0276
O -2.718 -9.220 -6.285 -0.0569
C -2.595 -8.205 -5.454 -0.2842
C -1.711 -8.117 -4.417 -0.0241
C -1.606 -7.050 -3.528 -0.0014
C -2.444 -5.943 -3.647 -0.1690
C -3.367 -5.939 -4.746 -0.0167
C -3.390 -6.991 -5.645 0.0338
C -2.268 -4.789 -2.814 -0.2295
N -1.626 -4.875 -1.611 0.2079
C -1.526 -3.575 -1.232 -0.2236
C -2.161 -2.745 -2.082 -0.1422
N -2.765 -3.549 -3.046 0.2133
C -2.283 -1.371 -1.883 -0.0693
C -2.949 -0.497 -2.766 0.0149
C -2.846 0.819 -2.566 -0.0305
C -2.128 1.331 -1.443 -0.0999
N -1.528 0.530 -0.577 -0.0172
C -1.623 -0.835 -0.769 -0.1741
C -0.873 -1.655 0.100 -0.1801
N -0.265 -1.104 1.168 -0.0196
C 0.422 -1.882 2.009 -0.1261
C 0.557 -3.272 1.897 0.0060
C -0.242 -3.889 0.889 0.0648
C -0.891 -3.106 -0.087 -0.0473
H -2.448 -11.294 -6.587 0.1179
H -2.124 -10.606 -4.946 0.0974
H -0.973 -10.208 -6.339 0.1016
H -1.092 -8.972 -4.249 0.0985
H -1.039 -7.154 -2.610 0.1167
H -3.968 -5.075 -4.975 0.1011
H -4.039 -7.006 -6.511 0.1168
H -3.160 -3.119 -3.845 0.1442
H -3.462 -0.890 -3.680 0.1441
H -3.162 1.577 -3.269 0.1201
H -2.113 2.402 -1.188 0.1181
H 0.946 -1.448 2.833 0.0917
H 1.136 -3.951 2.472 0.1063
H -0.274 -4.930 0.876 0.1053
C 1.443 0.194 -3.756 0.0031
C 1.597 -0.213 -2.312 -0.5959
N 2.171 -1.407 -2.093 0.1856
O 1.159 0.465 -1.410 -0.0752
H 0.810 -0.478 -4.273 0.0643
H 2.345 0.185 -4.420 0.1068
H 0.995 1.196 -3.908 0.0950
H 2.363 -2.060 -2.831 0.1158
H 1.988 -1.837 -1.182 0.1173
N -4.631 3.896 3.944 0.1617
C -4.061 2.800 3.467 -0.4110
C -3.016 2.882 2.515 -0.1018
N -2.407 1.819 2.072 -0.0102
C -2.870 0.655 2.502 -0.1739
C -3.870 0.584 3.490 -0.0937
N -4.405 1.669 3.971 0.1375
H -4.483 4.856 3.661 0.1186
H -5.292 3.779 4.699 0.1210
H -2.638 3.833 2.171 0.1021
H -2.525 -0.270 2.059 0.0713
H -4.128 -0.381 3.955 0.1248
C 2.272 1.321 4.656 -0.2386
Si 1.678 3.033 4.241 0.3675
C -0.178 3.071 4.559 -0.2297
C 2.597 4.602 4.845 -0.1946
Sb 1.923 2.982 1.620 0.8281
Si 1.358 5.314 0.722 0.1889
C -0.032 6.035 1.567 -0.2225
C 0.911 4.963 -1.038 -0.2241
C 2.817 6.318 0.986 -0.2070
Si 4.311 2.213 1.214 0.2808
C 5.146 2.853 2.735 -0.2158
C 4.196 0.432 0.982 -0.2357
C 4.921 2.964 -0.421 -0.2039
H 1.897 1.036 5.648 0.0438
H 3.322 1.054 4.549 0.0230
H 1.691 0.651 3.964 0.0100
H -0.677 3.921 4.074 0.0138
H -0.369 3.122 5.634 0.0433
H -0.710 2.175 4.185 0.0171
H 2.342 4.802 5.887 0.0349
H 2.280 5.524 4.351 0.0240
H 3.666 4.470 4.796 0.0119
H -0.973 5.617 1.067 0.0587
H -0.002 7.158 1.451 0.0779
H -0.092 5.775 2.629 0.0199
H 0.019 4.365 -1.073 0.0037
H 1.664 4.385 -1.644 0.0539
H 0.840 5.952 -1.483 0.0430
H 3.015 6.530 2.027 0.0411
H 2.641 7.209 0.484 0.0220
H 3.737 5.883 0.542 0.0500
H 4.751 2.373 3.581 -0.0188
H 5.020 3.923 2.872 0.0366
H 6.205 2.514 2.743 0.0654
H 5.182 -0.052 0.776 0.0708
H 3.520 0.159 0.158 0.0198
H 3.844 -0.081 1.843 0.0108
H 5.027 4.028 -0.606 0.0205
H 4.349 2.632 -1.305 0.0351
H 5.932 2.520 -0.501 0.0431

Short version: molecular weight = 1050.56, 873.02, 793.06, 934.28 u, in the order given.